(1)
Entry from the OMol25 dataset: the molecule C3H7NO3 in a non-equilibrium geometry (wB97M-V/def2-TZVPD).

Structure (XYZ):
```
14
Properties=species:S:1:pos:R:3:forces:R:3:nbo_charge:R:1
O 0.459935 2.361298 0.270659 -0.399 0.362 0.127 -0.583
C -0.177260 1.415065 -0.098987 1.339 -1.270 -1.015 0.772
O -0.645283 1.289856 -1.380800 0.366 0.838 0.308 -0.704
C -0.215509 0.050835 0.574512 -0.840 1.244 0.814 -0.170
C 1.060327 -0.668593 0.023448 -2.039 -0.951 -1.057 -0.074
O 0.925276 -2.096735 -0.092052 0.787 0.206 1.355 -0.708
N -1.518912 -0.568914 0.399059 0.998 -0.773 0.625 -0.828
H -0.136161 1.980350 -1.835836 -0.519 0.128 -0.332 0.494
H -0.097588 0.347122 1.621560 0.019 -0.684 0.183 0.203
H 1.913773 -0.279024 0.574676 0.222 -0.285 -0.292 0.193
H 1.016795 -0.444723 -1.041046 0.839 0.693 0.027 0.186
H 1.392242 -2.543402 0.637490 -0.463 0.330 -0.354 0.471
H -2.221562 -0.049279 0.899241 -0.199 -0.040 -0.305 0.370
H -1.756073 -0.793855 -0.551923 -0.111 0.201 -0.083 0.379
```
Positions in Å, forces in eV/Å.

Computed properties:
Kohn-Sham gap: 0.360 Ha
Relative energy (zero: lowest compared OMol25 entry of this formula, charge and spin): 43.1 kcal/mol
HOMO energy: -9.22 eV

---

(2)
Entry from the OMol25 dataset: a cluster of 2 separate species, C4H11N2S in total in a non-equilibrium geometry (wB97M-V/def2-TZVPD).

Structure (XYZ):
```
18
Properties=species:S:1:pos:R:3:forces:R:3:nbo_charge:R:1
C -2.463208 -1.155001 -1.076517 0.265 -1.177 1.880 -0.410
N -1.286604 -1.871596 -0.471718 0.870 0.632 -0.357 -0.646
C -0.524578 -1.324611 0.593686 0.943 -0.224 -0.150 0.261
N 0.608189 -1.855662 0.995411 -2.218 -0.454 -0.066 -0.799
H -2.701855 -1.714245 -1.991492 -0.298 0.233 0.402 0.183
H -3.316289 -1.145560 -0.313719 1.017 -0.211 -1.234 0.183
H -2.212900 -0.146960 -1.295224 0.193 1.041 -0.345 0.224
H -0.661566 -2.223239 -1.209630 -0.409 -0.082 0.671 0.370
H -0.821087 -0.308647 0.935558 -0.736 -0.809 0.293 0.215
H 0.730771 -1.597224 1.986885 0.436 0.673 -0.918 0.333
C 2.189543 1.392034 -0.179685 1.315 2.516 -0.950 -0.609
C 1.075534 1.934302 0.705900 0.468 -0.599 0.992 -0.533
S -0.505119 1.721765 -0.102184 -0.796 0.350 -0.162 -0.672
H 2.221300 1.952832 -1.192707 -0.297 -0.966 1.454 0.187
H 2.088795 0.346803 -0.356274 -0.182 -0.792 -0.134 0.214
H 3.191090 1.603930 0.274051 -0.439 -0.334 -0.132 0.163
H 1.205862 2.983872 0.990968 0.282 0.027 -0.346 0.178
H 1.182124 1.407207 1.706693 -0.413 0.177 -0.897 0.158
```
Positions in Å, forces in eV/Å.

Computed properties:
Kohn-Sham gap: 0.240 Ha
Relative energy (zero: lowest compared OMol25 entry of this formula, charge and spin): 34.9 kcal/mol
Total charge: -1
HOMO energy: -2.60 eV

---

(3)
Entry from the OMol25 dataset: a structure of composition C6H18KNO6 in a non-equilibrium geometry (wB97M-V/def2-TZVPD).

Structure (XYZ):
```
32
Properties=species:S:1:pos:R:3:forces:R:3:nbo_charge:R:1
K 0.745093 0.175177 1.239263 -0.069 0.322 0.903 0.965
N 0.562865 1.265940 4.416678 0.318 0.400 0.730 0.708
O 1.597487 0.621389 4.075570 -0.415 -0.018 -0.228 -0.601
O -0.272394 1.578791 3.522496 0.037 -0.267 -0.181 -0.613
O 0.392807 1.613808 5.597421 0.082 -0.431 -1.192 -0.471
O -0.600705 -0.131540 -1.313496 -0.018 -0.271 0.133 -0.967
H -0.302230 -1.028181 -1.521277 -0.108 0.153 -0.057 0.483
H -1.559598 -0.207253 -1.211538 0.143 0.087 -0.076 0.491
C -0.426719 3.490853 -0.729631 -1.675 -0.833 -0.172 -0.614
C -0.709557 3.240436 -2.217732 1.105 0.818 -0.031 0.094
C -0.711698 4.532079 -3.031486 0.555 0.313 -0.644 -0.633
O 0.335207 2.438846 -2.771488 0.074 -0.163 -0.257 -0.742
H 0.392968 4.156715 -0.490626 0.098 0.103 -0.281 0.223
H -0.282967 2.523380 -0.235372 0.177 0.116 -0.006 0.174
H -1.377225 3.856292 -0.323086 0.339 0.349 0.318 0.215
H -1.671104 2.751163 -2.390379 -0.072 -0.147 0.336 0.154
H -0.418365 4.286004 -4.056074 -0.405 -0.130 -0.025 0.227
H 0.060622 5.253214 -2.747704 -0.023 -0.210 0.480 0.209
H -1.652274 5.079374 -3.059704 -0.150 -0.219 0.180 0.213
H 0.173576 1.519493 -2.538428 -0.052 -0.010 0.145 0.477
C 0.677236 -4.569937 1.974672 0.574 0.367 0.131 -0.630
C 0.762478 -3.452257 0.938266 -1.056 -0.481 0.089 0.091
C 0.478982 -3.966837 -0.464757 0.521 -0.446 -0.270 -0.643
O -0.217795 -2.446563 1.312872 0.631 0.293 -0.487 -0.755
H -0.290136 -5.065887 1.912607 0.075 -0.205 -0.100 0.209
H 0.769107 -4.154356 2.978063 -0.074 0.138 -0.037 0.235
H 1.514383 -5.265309 1.869248 -0.279 -0.173 -0.180 0.216
H 1.757949 -3.003085 0.933376 -0.125 0.239 0.246 0.174
H -0.517273 -4.392487 -0.612975 -0.095 0.117 0.349 0.211
H 1.176424 -4.789165 -0.654163 -0.050 0.079 -0.129 0.234
H 0.646137 -3.233719 -1.258011 0.036 0.149 0.145 0.195
H -1.033280 -2.676377 0.857388 -0.099 -0.039 0.168 0.470
```
Positions in Å, forces in eV/Å.

Computed properties:
Kohn-Sham gap: 0.262 Ha
Relative energy (zero: lowest compared OMol25 entry of this formula, charge and spin): 0.0 kcal/mol
HOMO energy: -7.98 eV

---

Q: Which formula does entry 1 have?
A: C3H7NO3

---

Q: Among the records above, which one has the lowest relative energy (zero: lowest compared OMol25 entry of this formula, charge and spin)?
A: C6H18KNO6

---

Q: HOMO energy of number 2 (C4H11N2S)?
A: -2.60 eV